48
Properties=species:S:1:pos:R:3 method="wB97M-V/def2-TZVPD" smiles="Cc1cccc(OCCCC(=O)N2CCCCCC2)c1C" multiplicity=1 de_lowest_kj_mol=50.3 homo_lumo_gap_ev=9.24 e_lumo_ev=0.7733
C -4.240 -2.284 -1.178
C -3.302 -2.122 -0.021
C -2.968 -3.219 0.764
C -2.107 -3.079 1.833
C -1.562 -1.843 2.136
C -1.886 -0.737 1.360
C -2.763 -0.872 0.274
C -3.112 0.325 -0.561
H -2.682 1.224 -0.130
H -4.192 0.449 -0.619
H -2.736 0.206 -1.578
O -1.390 0.519 1.580
C -0.458 0.716 2.623
C -0.014 2.176 2.596
H 0.664 2.341 3.434
H -0.890 2.815 2.719
C 0.704 2.544 1.293
H 0.033 2.427 0.448
C 1.989 1.739 1.167
O 2.925 1.984 1.910
N 2.054 0.738 0.255
C 1.026 0.403 -0.706
H 0.044 0.570 -0.269
H 1.101 -0.666 -0.922
C 1.179 1.218 -1.998
H 0.198 1.363 -2.453
C 2.107 0.582 -3.041
C 3.292 -0.212 -2.480
H 2.965 -1.217 -2.203
H 4.017 -0.331 -3.289
C 3.989 0.422 -1.276
H 5.016 0.054 -1.231
H 4.032 1.506 -1.389
C 3.328 0.076 0.061
H 3.179 -1.008 0.130
H 3.973 0.396 0.882
H 1.526 -0.092 -3.674
H 2.486 1.379 -3.685
H 1.557 2.205 -1.723
H 1.004 3.592 1.355
H 0.412 0.060 2.487
H -0.923 0.490 3.593
H -0.892 -1.753 2.975
H -1.852 -3.934 2.441
H -3.388 -4.187 0.534
H -4.534 -3.325 -1.290
H -5.138 -1.686 -1.031
H -3.771 -1.954 -2.104

***

51
Properties=species:S:1:pos:R:3 method="wB97M-V/def2-TZVPD" smiles="CCOC(=O)[C@@H]1CCCN(S(=O)(=O)c2c(C)c(C)cc(C)c2C)C1" multiplicity=1 de_lowest_kj_mol=75.2 homo_lumo_gap_ev=9.51 e_lumo_ev=0.7013
C -6.645 -0.456 -1.212
C -5.574 0.621 -1.310
H -5.437 0.948 -2.343
H -5.836 1.475 -0.677
O -4.297 0.122 -0.908
C -4.023 0.116 0.395
O -4.779 0.502 1.250
C -2.617 -0.388 0.646
C -1.658 0.810 0.543
N -0.276 0.390 0.662
S 0.406 -0.012 -0.845
O 0.121 1.053 -1.760
O -0.085 -1.310 -1.239
C 2.168 -0.004 -0.426
C 2.685 1.250 -0.089
C 4.046 1.357 0.213
C 4.830 0.214 0.202
C 4.313 -1.031 -0.106
C 2.957 -1.152 -0.440
C 2.454 -2.520 -0.785
H 3.050 -2.938 -1.596
H 1.418 -2.503 -1.093
H 2.559 -3.180 0.076
C 5.210 -2.231 -0.091
H 6.214 -1.951 0.220
H 5.270 -2.681 -1.081
H 4.833 -2.988 0.595
H 5.881 0.299 0.442
C 4.685 2.675 0.542
H 4.507 3.399 -0.251
H 5.758 2.552 0.659
H 4.287 3.080 1.471
C 1.819 2.470 -0.057
H 1.622 2.808 -1.072
H 2.292 3.273 0.498
H 0.860 2.239 0.397
C -0.041 -0.676 1.626
C -1.140 -0.708 2.681
C -2.489 -1.034 2.034
H -2.599 -2.115 1.937
H -3.299 -0.666 2.667
H -1.179 0.261 3.180
H -0.894 -1.460 3.431
H -0.008 -1.641 1.105
H 0.937 -0.496 2.085
H -1.750 1.297 -0.430
H -1.883 1.539 1.328
H -2.348 -1.084 -0.152
H -6.360 -1.323 -1.802
H -7.589 -0.067 -1.583
H -6.772 -0.758 -0.175

***

56
Properties=species:S:1:pos:R:3 method="wB97M-V/def2-TZVPD" smiles="CS(=O)(=O)[C@@]1(CCOC=O)C[C@H](CCCCn2cccc2)NC1=O.BrCCBr" multiplicity=1 homo_lumo_gap_ev=8.12 e_lumo_ev=0.2769
C -0.800 0.336 4.758
S -2.101 0.325 3.433
O -2.805 -1.025 3.498
O -3.112 1.414 3.786
C -1.424 0.658 1.731
C -2.683 0.450 0.771
C -2.672 -0.844 -0.166
O -2.614 -0.391 -1.562
C -1.281 -0.423 -2.060
O -0.652 0.656 -2.154
C -0.958 2.189 1.395
C 0.665 2.307 1.532
C 1.367 2.624 0.101
C 2.974 2.722 0.186
C 3.731 1.398 -0.324
C 4.399 1.543 -1.785
N 4.912 0.253 -2.331
C 6.158 -0.014 -3.013
C 6.288 -1.480 -3.470
C 4.951 -2.160 -2.955
C 4.177 -1.011 -2.258
N 0.994 0.910 1.916
C -0.022 -0.052 1.495
O 0.351 -1.188 1.110
H -1.036 -0.571 5.436
H 0.265 0.212 4.370
H -0.959 1.268 5.410
H -2.915 1.355 0.091
H -3.616 0.360 1.454
H -1.909 -1.650 0.094
H -3.716 -1.350 -0.061
H -0.849 -1.421 -2.409
H -1.073 2.428 0.266
H -1.552 3.035 1.911
H 0.964 3.178 2.208
H 0.966 3.623 -0.298
H 1.124 1.828 -0.691
H 3.314 3.677 -0.353
H 3.276 2.861 1.294
H 4.609 1.196 0.404
H 2.990 0.530 -0.328
H 5.185 2.387 -1.797
H 3.557 1.880 -2.497
H 6.984 0.740 -3.229
H 7.111 -2.006 -4.051
H 4.629 -3.247 -3.093
H 3.165 -1.134 -1.758
H 1.977 0.614 1.910
Br -4.476 -4.264 -0.418
C -6.341 -4.368 -0.972
C -6.905 -2.998 -1.254
Br -7.307 -2.044 0.398
H -6.876 -4.903 -0.187
H -6.335 -4.975 -1.878
H -7.860 -3.075 -1.777
H -6.230 -2.364 -1.830

***

57
Properties=species:S:1:pos:R:3 method="wB97M-V/def2-TZVPD" multiplicity=2 homo_lumo_gap_ev="4.70 / 4.38" e_lumo_ev="-1.1575 / -1.4518"
N -1.104 -0.461 -0.948
H -1.994 -0.006 -1.094
H -0.573 -0.279 -1.788
H -1.296 -1.451 -0.902
H -0.546 -0.059 -0.208
C -4.335 -0.140 -1.352
C -4.434 1.431 -1.692
O -3.168 1.902 -1.967
H -5.248 -0.722 -1.226
H -3.672 -0.254 -0.495
H -3.894 -0.638 -2.216
H -4.867 1.953 -0.839
H -5.154 1.628 -2.487
C 2.531 1.064 -3.775
C 1.246 1.295 -2.913
O 0.087 0.649 -3.211
H 2.877 0.062 -3.523
H 3.206 1.884 -3.531
H 2.183 1.045 -4.807
H 1.022 2.359 -2.989
H 1.480 1.295 -1.848
Br -0.420 -3.373 -2.587
C 0.652 -2.700 -4.083
C 1.622 -3.625 -4.657
Br 2.027 -2.696 -6.336
H 1.264 -1.910 -3.648
H -0.008 -2.157 -4.758
H 1.055 -4.456 -5.078
H 2.395 -3.847 -3.922
C -2.858 -3.586 5.291
C -2.597 -4.032 4.036
C -1.784 -3.241 3.200
C -1.341 -1.944 3.578
C -1.730 -1.457 4.849
C -2.519 -2.307 5.657
N -0.727 -1.057 2.608
O -0.345 0.021 2.948
O -0.530 -1.440 1.476
H -3.585 -4.069 5.927
H -2.900 -5.041 3.799
H -1.562 -3.604 2.207
H -1.424 -0.456 5.116
H -2.705 -2.007 6.678
C 4.912 3.618 2.192
C 3.946 4.637 2.249
C 2.669 4.465 1.756
C 2.356 3.229 1.182
C 3.254 2.163 1.260
C 4.522 2.396 1.655
N 1.029 2.932 0.643
O 0.640 1.726 0.519
O 0.420 3.907 0.166
H 5.857 3.789 2.685
H 4.159 5.594 2.703
H 1.917 5.233 1.862
H 2.881 1.237 0.848
H 5.110 1.500 1.790

***

50
Properties=species:S:1:pos:R:3 method="wB97M-V/def2-TZVPD" smiles="CCOc1ccccc1N1CCN(C(=O)CC(C)(C)C)CC1" multiplicity=1 de_lowest_kj_mol=219.5 homo_lumo_gap_ev=8.45 e_lumo_ev=0.6750
C 2.439 4.513 0.230
C 1.245 4.255 1.145
H 1.333 4.835 2.073
H 0.321 4.557 0.644
O 1.052 2.885 1.423
C 1.922 2.219 2.249
C 2.852 2.852 3.064
C 3.646 2.131 3.940
C 3.524 0.757 4.008
C 2.621 0.114 3.185
C 1.810 0.813 2.294
N 0.956 0.065 1.479
C -0.072 -0.738 2.110
H 0.273 -1.076 3.087
C -0.392 -1.939 1.220
N -0.802 -1.476 -0.092
C -2.083 -1.683 -0.490
O -2.848 -2.333 0.204
C -2.535 -1.125 -1.826
H -1.945 -0.264 -2.132
H -3.566 -0.793 -1.684
C -2.530 -2.193 -2.944
C -1.176 -2.902 -3.012
H -1.180 -3.634 -3.817
H -0.371 -2.195 -3.203
H -0.968 -3.423 -2.080
C -3.630 -3.221 -2.672
H -4.611 -2.757 -2.747
H -3.525 -3.630 -1.670
H -3.578 -4.035 -3.391
C -2.802 -1.497 -4.280
H -2.008 -0.793 -4.522
H -3.744 -0.953 -4.246
H -2.862 -2.230 -5.081
C 0.221 -0.662 -0.701
H -0.069 -0.329 -1.693
C 0.527 0.552 0.190
H 1.330 1.134 -0.260
H -0.374 1.181 0.260
H 1.130 -1.270 -0.791
H -1.209 -2.525 1.641
H 0.498 -2.568 1.112
H -0.993 -0.148 2.252
H 2.540 -0.962 3.214
H 4.139 0.186 4.687
H 4.352 2.653 4.568
H 2.950 3.926 3.046
H 2.519 5.576 0.023
H 3.362 4.172 0.694
H 2.309 3.980 -0.709

***

51
Properties=species:S:1:pos:R:3 method="wB97M-V/def2-TZVPD" smiles="CCCOc1ccc(C(=O)NCC(C)(C)N2CCOCC2)cc1" multiplicity=1 de_lowest_kj_mol=147.4 homo_lumo_gap_ev=9.13 e_lumo_ev=0.6083
C -3.949 -2.392 -4.282
C -4.424 -1.487 -5.412
C -3.614 -0.193 -5.546
O -3.874 0.714 -4.493
C -3.120 0.750 -3.367
C -3.600 1.601 -2.365
C -2.917 1.745 -1.180
C -1.720 1.064 -0.959
C -1.250 0.214 -1.951
C -1.938 0.051 -3.140
H -1.541 -0.632 -3.874
H -0.350 -0.367 -1.798
C -1.039 1.249 0.353
O -1.648 1.499 1.376
N 0.312 1.134 0.313
H 0.771 0.997 -0.572
C 1.143 1.251 1.484
H 1.882 2.037 1.310
H 0.491 1.553 2.306
C 1.842 -0.080 1.872
N 2.596 0.187 3.103
C 2.956 -0.958 3.925
H 2.091 -1.596 4.089
C 3.430 -0.449 5.289
O 4.543 0.405 5.174
C 4.230 1.489 4.332
H 5.137 2.093 4.259
C 3.788 1.006 2.949
H 3.580 1.876 2.329
H 4.621 0.438 2.500
H 3.422 2.089 4.777
H 3.746 -1.282 5.920
H 2.600 0.086 5.774
H 3.765 -1.557 3.469
C 0.737 -1.109 2.129
H 0.193 -0.858 3.035
H 0.032 -1.094 1.301
H 1.138 -2.116 2.209
C 2.728 -0.576 0.715
H 3.381 0.214 0.349
H 3.343 -1.409 1.047
H 2.110 -0.927 -0.108
H -3.295 2.387 -0.400
H -4.520 2.133 -2.548
H -2.546 -0.410 -5.639
H -3.935 0.335 -6.450
H -5.468 -1.215 -5.244
H -4.361 -2.021 -6.362
H -4.008 -1.880 -3.324
H -2.920 -2.708 -4.445
H -4.572 -3.282 -4.231

***

54
Properties=species:S:1:pos:R:3 method="wB97M-V/def2-TZVPD" multiplicity=1 de_lowest_kj_mol=1660.6 homo_lumo_gap_ev=8.11 e_lumo_ev=-0.5684
C 0.903 5.207 1.640
C 2.118 4.164 1.382
O 2.272 3.783 0.044
C 1.116 2.835 -0.408
C 1.507 2.044 -1.852
H 0.582 1.586 -2.067
H 1.671 2.888 -2.226
C 2.659 1.306 -1.655
N 2.320 0.118 -0.875
C 2.436 -1.186 -1.340
O 2.575 -1.139 -2.489
C 2.095 -2.171 -0.467
C 3.035 -3.563 -0.646
C 2.947 -4.379 0.353
C 1.995 -4.461 1.220
C 1.095 -3.390 1.642
C 1.280 -2.423 0.716
O 0.409 -1.209 0.851
C -0.725 -1.158 1.330
C -1.769 -2.221 0.795
H -2.722 -2.355 1.140
C -2.167 -1.698 -0.587
N -2.604 -0.341 -0.710
S -4.294 -0.306 -0.216
O -4.497 1.108 -0.074
O -4.593 -1.487 0.332
C -4.940 -0.606 -2.048
H -4.529 0.588 -2.629
H -6.106 -0.398 -1.836
H -4.626 -1.394 -2.436
C -1.736 0.626 -0.164
C -1.490 0.104 1.210
H -2.365 0.160 1.915
H -0.806 0.730 1.767
H -2.297 1.407 -0.150
H -0.773 0.774 -0.642
H -2.753 -2.453 -1.373
H -1.139 -1.771 -1.084
H -1.285 -3.207 0.649
H -0.817 -1.431 2.542
H 0.532 -3.445 2.486
H 1.789 -5.207 2.267
H 3.470 -5.365 0.204
H 3.666 -3.512 -1.326
H 2.022 0.252 0.119
H 3.179 0.883 -2.525
H 3.568 1.724 -0.992
H 0.972 1.951 0.413
H 0.172 3.548 -0.644
H 1.664 3.398 2.127
H 2.956 4.677 1.573
H 0.996 6.044 0.770
H 0.059 4.817 1.328
H 0.974 5.553 2.650

***

50
Properties=species:S:1:pos:R:3 method="wB97M-V/def2-TZVPD" smiles="Cc1ccc(SCCN2CCN(CC(C)C)CCC2=O)cc1" multiplicity=1 de_lowest_kj_mol=0.0 homo_lumo_gap_ev=8.71 e_lumo_ev=0.6372
C -5.685 -2.952 1.209
C -4.934 -1.825 0.569
C -3.657 -2.008 0.058
C -2.970 -0.970 -0.546
C -3.550 0.286 -0.632
C -4.833 0.480 -0.130
C -5.514 -0.566 0.457
H -6.510 -0.403 0.843
H -5.285 1.458 -0.208
S -2.763 1.679 -1.400
C -0.998 1.393 -1.059
C -0.713 1.412 0.440
N 0.670 1.099 0.728
C 1.540 2.125 0.918
O 1.180 3.285 0.876
C 2.982 1.747 1.189
H 3.043 1.081 2.052
H 3.502 2.674 1.433
C 3.664 1.094 -0.032
N 3.423 -0.319 -0.210
C 2.036 -0.643 -0.438
H 1.969 -1.715 -0.637
C 1.072 -0.292 0.715
H 0.165 -0.892 0.619
H 1.540 -0.553 1.671
H 1.714 -0.109 -1.339
C 4.127 -1.195 0.715
H 3.428 -1.884 1.201
C 5.208 -2.029 0.000
C 6.270 -1.131 -0.625
H 5.818 -0.495 -1.381
H 6.739 -0.503 0.130
H 7.045 -1.732 -1.096
C 4.588 -2.929 -1.064
H 4.107 -2.322 -1.826
H 5.355 -3.536 -1.540
H 3.849 -3.597 -0.625
H 5.683 -2.659 0.762
H 4.611 -0.610 1.504
H 4.743 1.236 0.053
H 3.331 1.610 -0.939
H -0.911 2.414 0.827
H -1.358 0.695 0.957
H -0.694 0.454 -1.523
H -0.481 2.216 -1.553
H -1.988 -1.156 -0.955
H -3.189 -2.981 0.123
H -6.494 -3.282 0.557
H -5.031 -3.800 1.399
H -6.128 -2.632 2.151

***

53
Properties=species:S:1:pos:R:3 method="wB97M-V/def2-TZVPD" multiplicity=6 de_lowest_kj_mol=0.0 charge=+3 homo_lumo_gap_ev="6.63 / 7.49" e_lumo_ev="-10.5284 / -9.6699"
Sm -0.022 -0.150 0.156
S -1.063 0.176 -2.461
S 2.481 0.159 1.276
C 0.282 0.352 -3.676
C -1.459 1.925 -2.029
C -0.353 2.758 -1.388
N 0.066 2.220 -0.057
C 1.388 2.748 0.417
C 1.987 1.923 1.551
H -2.355 1.886 -1.393
H -1.744 2.351 -2.994
H -0.702 3.797 -1.287
H 0.528 2.790 -2.032
H 1.278 3.785 0.770
H 2.063 2.783 -0.441
H 1.303 1.870 2.410
H 2.944 2.345 1.867
C 3.636 0.302 -0.158
H -0.624 2.583 0.607
H 3.287 0.924 -0.996
H 3.862 -0.697 -0.556
H 4.561 0.724 0.258
H 0.647 -0.662 -3.905
H 1.130 0.954 -3.318
H -0.140 0.792 -4.594
C -3.966 1.652 3.670
C -4.015 0.313 3.697
H -4.607 2.240 3.012
H -3.329 2.209 4.359
H -4.702 -0.245 3.061
H -3.414 -0.267 4.398
N -1.773 -2.660 -0.877
C -0.434 -3.132 -0.752
C -0.154 -4.469 -1.135
C 1.139 -4.963 -1.013
C 2.167 -4.130 -0.548
C 1.863 -2.809 -0.252
N 0.583 -2.313 -0.387
C -2.693 -1.730 -0.314
C -4.078 -1.958 -0.466
C -4.984 -0.981 -0.041
C -4.519 0.246 0.446
C -3.145 0.450 0.535
N -2.263 -0.579 0.269
H -2.312 -3.414 -1.297
H -0.983 -5.060 -1.485
H 1.367 -5.999 -1.252
H 3.191 -4.467 -0.395
H 2.572 -2.084 0.145
H -4.388 -2.916 -0.878
H -6.052 -1.165 -0.061
H -5.177 1.013 0.863
H -2.694 1.371 0.928

***

Max |F| readings, ordered: 0.6; 1.2; 5.7; 3.5; 0.5; 0.6; 14.6; 0.6; 1.7 eV Å⁻¹
E readings, ordered: -24690.035; -39619.699; -183251.103; -175949.014; -26195.891; -28243.088; -43156.388; -34983.959; -64629.750 eV